*w*
# C5H12N2

An isolated ion of composition C5H12N2 and charge -1 (the ωB97M-V functional and the def2-TZVPD basis, the Open Molecules 2025 dataset).

XYZ file:
```
19
Properties=species:S:1:pos:R:3:lowdin_charge:R:1
H 1.880 -0.693 -0.684 0.018
H -1.100 1.553 1.424 0.058
H 0.989 -0.759 0.802 0.067
C 0.037 -0.272 1.105 -0.547
H -1.826 -0.442 -0.052 0.125
H 0.153 -0.539 3.211 0.025
C -0.059 1.270 1.242 -0.216
H -0.649 -1.742 -0.325 0.061
H -1.207 -1.039 2.619 0.036
C -0.552 0.842 -2.193 -0.082
N 1.393 -0.334 -1.543 0.010
N -0.223 -0.971 2.365 -0.020
C 0.050 -0.024 -1.313 -0.503
H -1.634 1.111 -2.225 0.032
H 0.476 1.627 2.125 0.019
H 1.844 0.519 -1.990 0.030
C -0.727 -0.734 -0.182 -0.143
H 0.032 1.230 -3.045 0.017
H 0.364 1.811 0.423 0.014
```

Calculated values
2S+1: 2
Net charge: -1
Molar mass: 100.16 g/mol
LUMO level (spin up / spin down): 4.3 / 4.1 eV
Expectation value of S²: 0.7506

---

*x*
# C5H12N2

An isolated ion of composition C5H12N2 and charge -1 (the ωB97M-V functional and the def2-TZVPD basis, the Open Molecules 2025 dataset).

XYZ file:
```
19
Properties=species:S:1:pos:R:3:lowdin_charge:R:1
H 2.286 0.845 -0.029 0.093
C 1.239 0.895 0.295 -0.202
H 0.908 0.840 -1.903 0.078
H -2.485 0.880 -1.917 -0.032
C -1.745 -0.733 -0.953 -0.512
H 0.058 -0.573 1.358 0.081
H 0.611 0.671 2.351 0.089
C 0.329 0.721 -0.980 -0.260
C -0.419 -0.575 -1.025 -0.219
H -2.191 -1.710 -0.891 0.031
H 0.187 -1.467 -1.090 0.083
H -0.322 1.592 -1.022 0.064
C 0.920 0.060 1.502 -0.322
H 1.111 1.957 0.539 0.090
H 1.923 -0.989 2.881 0.045
H -3.632 0.028 -1.094 -0.057
N -2.655 0.329 -1.084 -0.067
H 2.878 -0.305 1.770 0.041
N 2.028 -0.856 1.878 -0.024
```

Calculated values
2S+1: 2
Net charge: -1
Molar mass: 100.16 g/mol
LUMO level (spin up / spin down): 3.7 / 3.7 eV
Expectation value of S²: 0.7505

---

Relative to the most stable one, in eV, the structures come out at *w* 0.235; *x* 0.000.

---

*w*
# C5H20O5

A 5-piece molecular cluster, C5H20O5 overall (the ωB97M-V functional and the def2-TZVPD basis, the Open Molecules 2025 dataset).

XYZ file:
```
30
Properties=species:S:1:pos:R:3:lowdin_charge:R:1
O 0.197 -4.355 -0.522 -0.107
O 3.517 0.338 -0.372 -0.061
H -0.682 -4.534 -0.182 0.096
C -2.195 2.812 -1.761 -0.067
H 2.895 -0.342 -0.112 -0.030
H 1.190 -2.414 -0.141 0.017
O 1.559 -1.623 0.253 -0.039
H -0.317 1.461 2.715 0.061
H 3.822 0.713 0.454 0.020
H 1.213 2.188 2.374 0.083
H 0.924 0.565 1.863 0.060
O 1.266 0.741 3.860 -0.085
O -0.380 1.317 -1.107 -0.058
H -0.374 -4.419 -2.456 0.080
H 0.154 2.107 -0.993 0.089
H -2.256 2.591 -2.826 0.075
H 1.377 -4.658 -2.191 0.090
H -1.696 1.024 1.096 0.071
H -2.814 2.309 0.927 0.082
H -2.402 0.785 -1.221 0.141
H 0.843 -0.987 0.228 0.026
H -1.512 3.660 -1.821 0.078
H 0.215 -5.913 -1.832 0.077
H -1.122 2.707 0.836 0.085
C -1.763 1.614 -0.915 -0.470
H 2.225 0.751 3.822 0.084
H -3.160 3.194 -1.428 0.078
C 0.753 1.253 2.692 -0.202
C -1.855 1.953 0.549 -0.082
C 0.380 -4.836 -1.788 -0.191
```

Calculated values
Net charge: 0
Molar mass: 160.21 g/mol
LUMO level: 0.5 eV
Structure (SMILES): CC(C)O.CO.CO.O.O

---

*x*
# C5H20O5

A 5-piece molecular cluster, C5H20O5 overall (the ωB97M-V functional and the def2-TZVPD basis, the Open Molecules 2025 dataset).

XYZ file:
```
30
Properties=species:S:1:pos:R:3:lowdin_charge:R:1
H 3.415 2.254 -1.177 0.083
O -3.623 1.528 1.315 -0.125
C 0.142 -0.384 1.070 -0.149
C -2.657 -3.210 2.049 -0.165
H -3.069 3.051 2.635 0.075
H 0.886 -0.848 1.727 0.082
H -2.064 -3.206 2.969 0.076
O -3.969 -3.663 2.378 -0.121
H -1.888 1.766 2.423 0.061
H 1.586 0.547 -5.294 0.078
H 2.842 0.125 -4.079 0.065
H 0.062 0.655 1.420 0.066
H 3.473 1.481 0.454 0.083
H 1.146 0.123 -2.529 0.033
H 2.102 1.748 -4.131 0.076
O 0.858 0.222 -3.441 -0.111
C -2.630 2.371 1.894 -0.164
H -2.193 2.971 1.104 0.079
C 3.749 1.397 -0.592 -0.114
H 1.455 -0.215 -0.359 0.024
H -2.162 -3.798 1.272 0.081
C 1.914 0.674 -4.265 -0.171
H -2.651 -2.190 1.663 0.056
H -4.046 1.033 2.021 0.071
H 3.629 -0.053 -1.898 0.078
O 3.173 0.185 -1.087 -0.141
O 0.523 -0.460 -0.290 -0.119
H -0.833 -0.846 1.192 0.059
H 4.840 1.350 -0.647 0.082
H -4.008 -4.607 2.205 0.070
```

Calculated values
Net charge: 0
Molar mass: 160.21 g/mol
LUMO level: 0.5 eV
Structure (SMILES): CO.CO.CO.CO.CO

---

Relative to the most stable one, in eV, the structures come out at *w* 0.000; *x* 1.181.

---

*w*
# C11H11NO3

One molecule with the formula C11H11NO3 (the ωB97M-V functional and the def2-TZVPD basis, the Open Molecules 2025 dataset).

XYZ file:
```
26
Properties=species:S:1:pos:R:3:lowdin_charge:R:1
H 1.960 -1.817 0.310 0.147
C -1.786 0.917 0.096 -0.217
H -1.004 -2.345 0.174 0.170
C -3.740 -0.274 -0.025 -0.086
H 2.891 -1.322 1.907 0.107
H -3.635 1.964 0.533 0.134
H 2.540 0.666 -1.669 0.112
H -3.594 -2.278 -0.573 0.145
O 1.029 -0.296 1.408 0.010
O 0.900 -0.503 -0.977 -0.083
C 0.384 1.790 0.001 -0.334
C -1.546 -1.319 -0.094 0.001
C 2.343 -1.033 1.064 -0.073
H 3.229 0.680 0.625 0.095
C 3.053 -0.182 0.067 -0.191
H 2.502 -1.139 -1.922 0.133
C -0.886 -0.098 0.063 -0.129
O 1.320 2.628 -0.129 0.037
H 4.187 -0.454 -0.291 0.182
C -2.917 -1.357 -0.230 -0.144
N -0.897 2.056 0.092 0.160
H -1.149 3.068 0.283 0.202
C -3.103 1.039 0.163 -0.012
C 2.360 -0.305 -1.248 -0.140
C 0.505 0.227 0.238 -0.378
H -4.945 -0.315 0.135 0.151
```

Calculated values
Net charge: 0
Molar mass: 205.21 g/mol
LUMO level: 0.7 eV
Structure (SMILES): O=C1Nc2ccccc2C12OCCCO2

---

*x*
# C11H11NO3

One molecule with the formula C11H11NO3 (the ωB97M-V functional and the def2-TZVPD basis, the Open Molecules 2025 dataset).

XYZ file:
```
26
Properties=species:S:1:pos:R:3:lowdin_charge:R:1
C 1.491 -0.275 -0.655 -0.256
C 0.211 1.823 -0.326 -0.196
H 1.230 0.259 2.395 0.190
O 2.826 -1.610 0.613 0.083
C 1.130 1.044 -1.355 -0.028
C 2.748 -0.374 0.072 -0.528
O 0.973 1.878 0.896 -0.013
H -1.055 -1.363 2.380 0.119
C 0.690 0.694 1.429 -0.063
C -2.174 0.677 -0.686 -0.020
C -0.980 0.930 -0.045 -0.171
H 0.092 2.888 -0.700 0.178
H -2.360 1.104 -1.758 0.146
H -3.269 -1.595 1.636 0.098
C -0.675 0.230 1.102 -0.206
H 0.393 0.957 -2.226 0.140
H -4.007 -0.410 -0.597 0.097
C -2.707 -0.897 1.066 -0.083
H 2.053 1.594 -1.560 0.123
N 0.800 -1.383 -1.045 0.134
H 2.070 -2.200 0.467 0.094
O 3.661 0.445 0.028 0.082
C -3.089 -0.220 -0.061 -0.078
H 1.359 -2.189 -0.972 0.076
C -1.449 -0.728 1.610 -0.038
H 0.038 -1.278 -1.707 0.119
```

Calculated values
Net charge: 0
Molar mass: 205.21 g/mol
LUMO level (spin up / spin down): 0.1 / 0.1 eV

---

Relative to the most stable one, in eV, the structures come out at *w* 1.286; *x* 0.000.